# 1
Density functional theory data (ωB97M-V with the def2-TZVPD basis set) for 5 unconnected molecules or ions with the total composition C5H18NO5 at a distorted geometry.

## Properties
ΔE to the lowest compared entry with this formula, charge and spin: 287.87 kJ/mol
Net charge: -1
Calculated total energy: -632.1982 Ha
LUMO: 3.53 eV

Geometry as XYZ:
```
29
Properties=species:S:1:pos:R:3:forces:R:3
C -0.046 0.960 -0.246 -1.4 -3.2 1.8
O 0.999 0.106 -0.448 1.3 0.6 0.2
C -1.067 0.165 0.780 -1.0 1.0 -1.1
C -2.582 0.138 0.307 2.4 0.8 0.1
C -2.579 -0.268 -1.150 -2.8 -3.3 -1.5
C -1.241 -2.070 -2.019 0.5 0.6 -0.5
N -2.050 -1.643 -1.171 0.0 -0.3 0.8
H 0.222 1.858 0.309 -0.1 0.9 -0.6
H -0.575 1.026 -1.183 -0.2 1.3 -0.2
H -0.992 0.583 1.790 -0.7 -0.3 -1.0
H -0.731 -0.851 0.768 0.4 -0.6 0.0
H -2.940 1.130 0.426 -0.7 1.1 0.0
H -3.154 -0.500 0.972 -0.2 -0.4 -0.3
H -2.061 0.304 -1.917 -0.1 0.6 0.4
H -3.668 -0.523 -1.567 1.8 1.2 0.9
H -0.757 -3.021 -1.927 -0.2 -0.8 0.3
H -0.854 -1.536 -2.885 -0.1 0.7 -0.1
H 1.411 -0.828 1.415 -0.6 -0.7 0.4
H 2.384 -1.258 0.597 0.3 -1.0 -0.3
O 1.888 -1.673 1.315 0.3 0.9 0.3
H 2.668 2.315 0.836 -0.5 -0.2 -0.2
H 1.955 0.765 0.309 -0.1 0.9 -0.9
O 2.772 1.379 0.666 0.7 -0.4 0.8
H 3.172 0.293 -1.863 -0.1 0.0 0.0
H 3.410 -0.512 -0.656 0.3 0.2 -0.4
O 3.714 -0.449 -1.573 0.1 -0.1 0.1
H 0.694 1.669 2.199 0.1 0.7 0.3
H -0.065 0.741 2.964 -0.2 0.2 0.9
O 0.074 1.698 2.952 1.0 -0.3 0.0
```
Forces are in eV/Å.

=====

# 2
Density functional theory data (ωB97M-V with the def2-TZVPD basis set) for 2 unconnected molecules or ions with the total composition C5H6O2 at a distorted geometry.

## Properties
ΔE to the lowest compared entry with this formula, charge and spin: 721.50 kJ/mol
Net charge: 0
Calculated total energy: -344.3271 Ha
LUMO (alpha / beta): -1.33 / -0.62 eV

Geometry as XYZ:
```
13
Properties=species:S:1:pos:R:3:forces:R:3
C -1.682 -0.422 0.391 -2.5 0.3 1.5
C -1.001 0.672 -0.223 -0.5 0.5 1.4
C -1.040 -0.897 -0.824 2.9 -1.2 -0.5
C 0.068 1.570 0.301 0.2 0.1 -1.2
C 1.360 -1.423 -0.191 0.5 0.0 -3.3
O -2.300 -0.811 1.369 1.5 0.4 -1.2
O -1.068 0.273 -1.560 -0.2 0.2 -0.4
H -0.232 2.644 0.153 0.4 -1.0 0.2
H 0.926 1.314 -0.328 0.1 0.7 0.0
H 0.377 1.352 1.317 -0.4 0.1 0.3
H 1.647 -0.401 -0.204 0.2 0.5 0.0
H 1.986 -2.080 -0.865 -1.3 0.7 0.8
H 0.958 -1.791 0.664 -0.9 -1.2 2.4
```
Forces are in eV/Å.

=====

# 3
Density functional theory data (ωB97M-V with the def2-TZVPD basis set) for 2 unconnected molecules or ions with the total composition C5H10S2 at a distorted geometry.

## Properties
ΔE to the lowest compared entry with this formula, charge and spin: 617.15 kJ/mol
Net charge: 0
Calculated total energy: -992.6282 Ha
LUMO: -3.56 eV

Geometry as XYZ:
```
17
Properties=species:S:1:pos:R:3:forces:R:3
C 0.729 0.302 2.830 0.7 0.5 0.7
S 1.728 -0.575 1.594 -1.0 0.1 -0.4
S -1.361 0.227 0.306 -1.2 -0.6 -1.4
H 0.357 1.258 2.442 0.3 -0.1 0.2
H 1.378 0.491 3.717 -0.6 0.0 -0.6
H -0.128 -0.277 3.149 -0.1 -0.3 0.2
H -0.282 -0.493 0.664 1.2 -0.5 0.6
C 1.301 1.107 -1.747 -2.7 -0.7 -0.9
C 0.045 0.606 -2.000 0.3 1.4 -1.1
C -0.830 -0.556 -1.543 1.3 1.5 1.1
C -2.050 -0.802 -2.270 2.3 -1.3 2.4
H 1.858 0.779 -0.900 0.6 -0.5 0.2
H 1.689 1.926 -2.384 -0.5 -0.5 0.7
H -0.615 1.144 -2.694 0.8 0.3 -0.3
H -0.215 -1.337 -1.096 -0.5 -0.6 -0.8
H -2.344 -1.819 -2.469 -0.3 -0.2 0.2
H -2.735 -0.043 -2.439 -0.9 1.6 -0.9
```
Forces are in eV/Å.

=====

# 4
Density functional theory data (ωB97M-V with the def2-TZVPD basis set) for a molecular structure, C2HFI4 at a distorted geometry.

## Properties
ΔE to the lowest compared entry with this formula, charge and spin: 240.38 kJ/mol
Net charge: 0
Calculated total energy: -1367.2752 Ha
LUMO (alpha / beta): -1.06 / -1.69 eV

Geometry as XYZ:
```
8
Properties=species:S:1:pos:R:3:forces:R:3
C 0.820 -0.141 -1.567 3.0 0.3 1.0
C -0.866 0.305 1.230 -0.1 0.3 0.7
F 1.989 0.575 -1.616 -0.7 -0.4 0.1
I 1.132 -2.074 -1.191 0.2 -0.6 -0.9
I -0.700 -1.740 1.673 -0.5 0.7 0.7
I 0.459 1.638 2.299 -0.6 -0.8 -0.6
I -2.881 1.008 1.096 0.8 -0.2 -0.1
H 0.048 0.429 -1.925 -2.1 0.6 -0.9
```
Forces are in eV/Å.